The following is a quantum chemistry calculation of C33H59Cl2KN8O4PSbSe4 as an isolated structure at a distorted geometry, from the OMol25 dataset.

```
113
Properties=species:S:1:pos:R:3:lowdin_charge:R:1
K -0.680 -2.006 0.630 0.415
C 1.664 -2.459 -2.737 -0.122
O 1.899 -3.806 -2.361 -0.186
C 2.959 -3.924 -1.425 -0.197
C 2.522 -3.946 0.019 -0.208
O 2.075 -2.669 0.436 -0.250
C 2.032 -2.617 1.870 -0.161
H 2.532 -2.056 -3.275 0.079
H 1.466 -1.824 -1.875 0.067
H 0.787 -2.445 -3.381 0.070
H 3.683 -3.110 -1.572 0.118
H 3.465 -4.872 -1.636 0.120
H 3.393 -4.241 0.624 0.128
H 1.742 -4.697 0.196 0.103
H 1.390 -3.402 2.280 -0.018
H 1.650 -1.643 2.170 0.038
H 3.042 -2.730 2.277 0.093
C -1.338 2.678 0.248 -0.102
N -0.305 3.519 0.811 -0.142
C -0.657 4.911 0.941 -0.078
C 0.955 3.036 1.043 -0.403
N 1.349 1.964 0.443 0.182
C 2.422 1.228 0.970 -0.202
C 2.492 0.996 2.329 -0.079
C 3.594 0.357 2.917 -0.076
C 4.632 -0.058 2.139 -0.058
C 4.559 0.058 0.728 -0.165
C 5.609 -0.478 -0.061 -0.064
C 5.523 -0.464 -1.420 -0.103
C 4.380 0.057 -2.045 -0.074
C 3.341 0.610 -1.326 -0.226
N 2.160 0.889 -2.008 0.183
C 1.631 1.994 -2.343 -0.380
N 0.296 1.994 -2.716 -0.160
C -0.449 0.775 -2.433 -0.072
C -0.095 2.663 -3.937 -0.075
N 2.235 3.252 -2.430 -0.144
C 3.678 3.342 -2.403 -0.060
C 1.565 4.404 -1.856 -0.068
C 3.428 0.662 0.111 -0.024
N 1.719 3.858 1.881 -0.174
C 1.249 4.113 3.227 -0.068
C 3.152 3.962 1.721 -0.063
H -2.246 2.745 0.855 0.081
H -1.018 1.646 0.234 0.005
H -1.567 2.986 -0.780 0.082
H -1.136 5.254 0.017 0.081
H 0.228 5.516 1.119 0.081
H -1.368 5.077 1.759 0.088
H 1.666 1.307 2.954 0.060
H 3.595 0.179 3.985 0.113
H 5.492 -0.554 2.573 0.105
H 6.458 -0.923 0.445 0.100
H 6.315 -0.891 -2.026 0.094
H 4.267 -0.012 -3.121 0.103
H -0.286 0.507 -1.395 0.056
H -0.166 -0.067 -3.072 0.082
H -1.511 0.987 -2.562 0.081
H 0.553 3.513 -4.134 0.073
H -1.126 3.019 -3.851 0.081
H -0.047 1.984 -4.800 0.087
H 4.114 2.577 -3.041 0.082
H 4.107 3.223 -1.402 0.080
H 3.964 4.325 -2.785 0.083
H 0.497 4.217 -1.788 0.075
H 1.738 5.285 -2.484 0.085
H 1.934 4.627 -0.848 0.074
H 0.190 3.879 3.308 0.086
H 1.403 5.163 3.502 0.083
H 1.786 3.485 3.948 0.088
H 3.434 3.704 0.703 0.071
H 3.705 3.303 2.398 0.086
H 3.453 4.998 1.914 0.086
C -3.761 -3.629 -1.772 -0.173
P -1.975 -3.897 -1.784 0.523
C -1.685 -5.124 -0.527 -0.228
C -1.599 -4.691 -3.367 -0.177
O -1.217 -2.618 -1.629 -0.499
H -4.298 -4.551 -2.004 0.051
H -4.019 -2.856 -2.497 0.045
H -4.037 -3.305 -0.764 0.023
H -2.163 -6.068 -0.799 0.063
H -2.100 -4.791 0.431 -0.047
H -0.620 -5.298 -0.370 0.018
H -2.155 -5.623 -3.480 0.044
H -0.528 -4.899 -3.390 0.044
H -1.849 -4.015 -4.187 0.046
Cl -0.807 0.563 2.761 0.574
C -2.033 0.090 3.951 -1.000
Cl -3.295 1.383 4.080 0.448
H -1.557 -0.033 4.914 -0.041
H -2.505 -0.829 3.598 -0.096
N -2.645 -0.126 -0.094 0.179
C -3.740 -0.416 0.142 -0.298
N -5.009 -0.773 0.336 -0.083
C -5.558 -0.673 1.700 -0.160
C -6.138 0.709 1.912 -0.191
O -7.111 1.024 0.909 -0.139
C -6.527 1.007 -0.377 -0.206
C -5.958 -0.365 -0.699 -0.131
H -4.769 -0.925 2.409 0.027
H -6.327 -1.441 1.793 0.131
H -5.337 1.457 1.889 0.097
H -6.645 0.772 2.873 0.126
H -5.722 1.756 -0.435 0.125
H -7.309 1.280 -1.088 0.119
H -5.454 -0.370 -1.666 0.125
H -6.762 -1.105 -0.718 0.128
Se -0.077 -2.410 4.868 -0.200
Sb -1.582 -4.164 3.984 -0.379
Se -3.146 -3.038 2.357 -0.094
Se -2.960 -5.228 5.693 -0.394
Se -0.193 -5.716 2.649 -0.233
```

Results
**Orbital gap**: 3.98 eV
**F_max**: 1.1 eV Å⁻¹
**HOMO**: -0.028 Eh
**Charge**: -2
**DFT total energy**: -373875.3692 eV

---

The following is a quantum chemistry calculation of C33H59Cl3F6Mg2N5O19S3 as an isolated structure at a distorted geometry, from the OMol25 dataset.

```
130
Properties=species:S:1:pos:R:3:lowdin_charge:R:1
C 7.933 -1.602 -1.200 -0.108
C 7.908 -0.908 0.233 -0.237
C 6.901 0.352 0.328 -0.159
C 5.436 -0.298 0.476 -0.169
N 4.317 0.693 0.257 0.047
N 3.328 0.088 -0.539 -0.023
C 2.693 -0.930 0.006 0.168
C 1.714 -1.431 -1.128 -0.209
O 0.522 -2.134 -0.794 -0.079
C -0.163 -1.537 0.319 -0.109
C -1.552 -2.360 0.472 -0.285
C -2.487 -1.760 1.586 -0.004
O -2.179 -2.369 -0.832 -0.041
C 1.688 -0.293 -2.234 -0.140
C 1.354 -0.773 -3.706 -0.136
C 2.363 -1.826 -4.329 -0.192
C 1.941 -2.100 -5.863 -0.169
C 0.441 -2.588 -6.024 -0.229
O -0.479 -1.463 -6.182 -0.127
C 2.992 0.547 -1.938 -0.346
N 4.213 0.311 -2.722 0.115
C 2.717 2.137 -2.123 -0.061
C 1.621 2.682 -1.132 -0.167
C 2.016 3.044 0.277 -0.007
C 0.974 3.513 1.226 -0.026
C -0.468 3.653 0.834 -0.195
C -1.476 4.120 1.948 -0.061
C -0.897 3.342 -0.590 -0.025
C 0.171 2.866 -1.515 -0.042
H 8.841 -2.281 -1.307 0.086
H 7.840 -0.885 -2.070 0.051
H 7.036 -2.298 -1.261 0.064
H 8.964 -0.630 0.528 0.110
H 7.518 -1.670 0.971 0.103
H 7.007 0.981 -0.602 0.089
H 7.186 0.887 1.285 0.116
H 5.424 -1.163 -0.261 0.118
H 5.318 -0.674 1.543 0.133
H 4.731 1.488 -0.251 0.115
H 2.886 -1.292 1.054 0.169
H 2.331 -2.259 -1.627 0.174
H -0.393 -0.438 0.202 0.136
H 0.432 -1.748 1.271 0.128
H -1.241 -3.432 0.673 0.179
H -3.576 -2.209 1.370 -0.023
H -2.491 -0.631 1.544 0.111
H -2.173 -2.159 2.597 0.100
H -2.707 -1.540 -0.859 0.046
H 0.741 0.280 -1.953 0.139
H 1.184 0.086 -4.435 0.129
H 0.343 -1.301 -3.640 0.112
H 2.375 -2.797 -3.730 0.119
H 3.437 -1.480 -4.375 0.101
H 2.660 -2.891 -6.256 0.121
H 2.100 -1.100 -6.387 0.121
H 0.144 -3.099 -5.054 0.123
H 0.308 -3.254 -6.929 0.124
H -0.944 -1.290 -5.347 0.062
H 4.088 0.542 -3.717 0.107
H 4.914 0.999 -2.383 0.052
H 2.430 2.391 -3.194 0.139
H 3.687 2.707 -1.940 0.131
H 3.096 2.926 0.555 0.101
H 1.304 3.764 2.271 0.118
H -1.768 3.178 2.521 0.092
H -0.961 4.809 2.676 0.091
H -2.436 4.531 1.521 0.077
H -1.981 3.446 -0.878 0.083
H -0.138 2.596 -2.564 0.094
O -3.439 1.361 -0.282 0.080
C -4.630 1.252 -0.454 -0.562
O -5.482 1.461 0.564 0.006
C -6.909 1.543 0.426 -0.227
C -7.543 0.167 0.467 -0.077
C -5.175 0.790 -1.778 -0.015
H -7.182 2.108 -0.472 0.076
H -7.263 2.126 1.277 0.132
H -7.203 -0.455 -0.364 0.040
H -8.632 0.242 0.420 0.086
H -7.266 -0.352 1.386 0.083
H -5.155 -0.299 -1.813 0.046
H -4.538 1.186 -2.571 0.083
H -6.182 1.147 -1.988 0.051
Cl -4.939 -1.996 0.143 0.465
O -2.962 -4.286 3.333 -0.270
Cl -4.287 -4.799 3.626 0.672
O -5.211 -3.691 3.722 -0.304
O -4.256 -5.518 4.868 -0.249
O -4.706 -5.680 2.566 -0.276
O -7.798 -2.033 4.330 -0.071
H -8.052 -2.908 4.645 0.039
H -6.847 -2.105 4.184 0.000
C -5.848 4.578 -3.217 -0.221
S -6.888 4.040 -4.586 0.796
O -7.492 2.709 -4.201 -0.690
C -5.532 3.696 -5.733 -0.387
H -6.490 4.808 -2.366 0.062
H -5.152 3.783 -2.943 0.064
H -5.299 5.475 -3.509 0.078
H -4.855 2.955 -5.302 0.092
H -4.986 4.627 -5.942 -0.089
H -5.955 3.304 -6.665 -0.029
Mg -9.457 3.043 -2.933 0.965
C 3.267 0.031 7.521 -0.656
F 3.781 -0.539 8.620 0.138
F 2.506 1.065 7.936 0.117
F 4.300 0.573 6.843 0.114
S 2.320 -1.150 6.498 0.600
O 1.248 -1.599 7.357 -0.287
O 3.280 -2.166 6.135 -0.276
N 1.915 -0.124 5.351 -0.282
S 1.063 -0.770 4.193 0.575
O -0.286 -1.170 4.528 -0.279
O 1.767 -1.676 3.300 -0.313
C 0.854 0.747 3.205 -0.645
F 2.034 1.262 2.807 0.102
F 0.231 1.729 3.886 0.120
F 0.127 0.537 2.086 0.083
O 7.736 2.397 -4.946 -0.297
Cl 8.035 1.465 -3.885 0.654
O 8.240 0.150 -4.444 -0.301
O 6.931 1.419 -2.950 -0.402
O 9.229 1.887 -3.195 -0.280
C 0.037 -4.431 8.123 -0.063
C -0.501 -4.746 9.475 -0.267
N -0.921 -4.991 10.530 0.100
H -0.778 -4.399 7.398 0.079
H 0.539 -3.463 8.137 0.040
H 0.751 -5.198 7.820 0.081
Mg -5.148 4.812 -7.838 0.867
```

Results
**Orbital gap**: 0.94 eV
**F_max**: 4.0 eV Å⁻¹
**HOMO**: -0.380 Eh
**Charge**: +1
**DFT total energy**: -178753.5476 eV